1.
This record from OMol25 describes the molecule C3H9N3O at a distorted geometry. The level of theory is ωB97M-V with the def2-TZVPD basis set.

Its orbital gap is 10.0 eV. The calculation puts the HOMO energy at -9.28 eV. Its energy is -9771.241 eV. The value obtained for the molar mass is 103.1 Da.

CARTESIAN COORDINATES (ANGSTROEM)
C (-1.433, -1.413, -0.663)
C (-0.337, -1.179, -0.021)
C (0.299, 0.171, 0.150)
N (-0.836, 0.818, 1.084)
N (0.357, 0.925, -1.037)
N (1.554, 0.135, 0.783)
O (2.409, -0.637, -0.058)
H (-2.082, -2.359, -0.531)
H (-1.902, -0.606, -1.217)
H (0.263, -1.971, 0.514)
H (-0.692, 0.264, 1.839)
H (-0.676, 1.760, 1.347)
H (0.799, 0.248, -1.642)
H (0.931, 1.745, -1.025)
H (1.662, -0.368, 1.673)
H (3.367, -0.444, 0.052)

=====

2.
This record from OMol25 describes a structure of composition C3H9N3O at a distorted geometry. The level of theory is ωB97M-V with the def2-TZVPD basis set.

Its orbital gap (spin up / spin down) is 7.9 / 7.9 eV. The calculation puts the HOMO energy (spin up / spin down) at -7.86 / -7.85 eV. Its energy is -9770.051 eV. The value obtained for the molar mass is 103.1 Da.

CARTESIAN COORDINATES (ANGSTROEM)
C (2.406, -0.088, 0.177)
C (0.932, -0.389, 0.283)
O (0.372, -0.775, 1.325)
H (0.559, -1.020, -0.697)
H (2.689, 0.597, 0.978)
H (2.983, -1.007, 0.262)
H (2.629, 0.377, -0.783)
N (-1.891, -0.404, -0.599)
N (-2.328, 0.001, 0.703)
C (-0.120, 1.063, -0.554)
N (-0.889, 0.132, -1.243)
H (-2.514, -0.962, -1.166)
H (-1.593, -0.261, 1.367)
H (-3.170, -0.527, 0.909)
H (-0.564, 1.621, 0.265)
H (0.499, 1.643, -1.227)

=====

3.
This record from OMol25 describes a cluster of 2 separate species, C3H9N3O2 in total at a distorted geometry. The level of theory is ωB97M-V with the def2-TZVPD basis set.

Its orbital gap is 9.8 eV. The calculation puts the HOMO energy at -9.24 eV. Its energy is -11822.866 eV. The value obtained for the molar mass is 119.1 Da.

CARTESIAN COORDINATES (ANGSTROEM)
C (2.133, -0.790, 0.785)
C (2.601, 0.625, 0.869)
O (3.107, 1.147, 1.825)
O (2.456, 1.294, -0.299)
H (1.042, -0.801, 0.741)
H (2.457, -1.298, 1.691)
H (2.561, -1.280, -0.088)
H (2.784, 2.193, -0.121)
N (-2.039, -0.412, 0.927)
C (-2.173, -0.073, -0.293)
N (-1.147, 0.323, -1.149)
N (-3.399, -0.158, -0.941)
H (-1.282, 0.083, 1.393)
H (-0.270, -0.166, -1.073)
H (-1.364, 0.457, -2.120)
H (-3.368, -0.622, -1.830)
H (-4.100, -0.523, -0.318)

=====

4.
This record from OMol25 describes a cluster of 2 separate species, C3H9N3O2 in total at a distorted geometry. The level of theory is ωB97M-V with the def2-TZVPD basis set.

Its orbital gap (spin up / spin down) is 9.2 / 8.4 eV. The calculation puts the HOMO energy (spin up / spin down) at -9.72 / -9.40 eV. Its energy is -11818.202 eV. The value obtained for the molar mass is 119.1 Da.

CARTESIAN COORDINATES (ANGSTROEM)
C (-1.879, 0.448, 1.499)
N (-1.158, -0.199, 0.444)
N (-1.909, -0.319, -0.693)
N (-1.048, 0.124, -1.576)
H (-2.465, -1.184, -0.778)
H (-0.968, -0.499, -2.393)
H (-2.939, 0.150, 1.511)
H (-1.407, 0.191, 2.449)
H (-1.844, 1.535, 1.378)
C (2.145, 0.750, -0.136)
C (2.273, -0.717, -0.494)
O (1.176, -1.459, -0.261)
O (3.256, -1.205, -0.984)
H (0.459, -0.934, 0.172)
H (3.035, 1.283, -0.459)
H (1.267, 1.179, -0.620)
H (2.007, 0.855, 0.941)

=====

5.
This record from OMol25 describes the ion C3H9N3O3P with charge +1 at a distorted geometry. The level of theory is ωB97M-V with the def2-TZVPD basis set.

Its orbital gap is 8.3 eV. The calculation puts the HOMO energy at -12.98 eV. Its energy is -23147.570 eV. The net charge is +1. The value obtained for the molar mass is 166.1 Da.

CARTESIAN COORDINATES (ANGSTROEM)
O (-2.928, -0.146, -1.473)
N (-1.931, -1.049, -1.613)
C (-0.645, -0.635, -1.363)
N (-0.133, 0.757, -0.937)
C (0.684, 0.355, 0.305)
P (1.414, 1.722, 1.422)
O (0.034, 2.752, 1.817)
O (1.760, 0.908, 2.956)
C (1.666, -0.749, -0.405)
N (0.679, -1.406, -1.395)
H (-2.933, 0.044, -0.466)
H (-2.134, -2.046, -1.872)
H (-0.898, 1.463, -0.744)
H (-0.112, -0.211, 0.970)
H (-0.752, 2.539, 1.232)
H (1.032, 0.196, 2.999)
H (2.505, -0.117, -0.920)
H (2.175, -1.584, 0.241)
H (0.461, -2.408, -1.103)

=====

6.
This record from OMol25 describes a cluster of 3 separate species, C3H9N3O6 in total. The level of theory is ωB97M-V with the def2-TZVPD basis set.

Its orbital gap is 11.2 eV. The calculation puts the HOMO energy at -11.25 eV. Its energy is -20003.566 eV. The value obtained for the molar mass is 183.1 Da.

CARTESIAN COORDINATES (ANGSTROEM)
C (-0.132, 0.381, 1.188)
N (-0.514, -1.050, 1.143)
O (-1.334, -1.447, 1.933)
O (0.029, -1.734, 0.293)
H (0.945, 0.426, 1.333)
H (-0.657, 0.877, 1.995)
H (-0.381, 0.869, 0.253)
C (-3.181, 1.458, -1.197)
N (-3.779, 0.620, -0.135)
O (-3.317, 0.699, 0.986)
O (-4.724, -0.067, -0.457)
H (-3.104, 0.890, -2.116)
H (-2.213, 1.817, -0.864)
H (-3.832, 2.318, -1.338)
C (3.212, -1.225, -0.555)
N (4.396, -0.378, -0.250)
O (4.740, 0.426, -1.086)
O (4.935, -0.538, 0.827)
H (2.475, -1.167, 0.231)
H (3.590, -2.243, -0.649)
H (2.846, -0.933, -1.533)

=====

7.
This record from OMol25 describes the molecule C3H9N3S at a distorted geometry. The level of theory is ωB97M-V with the def2-TZVPD basis set.

Its orbital gap is 9.7 eV. The calculation puts the HOMO energy at -8.96 eV. Its energy is -18561.373 eV. The value obtained for the molar mass is 119.2 Da.

CARTESIAN COORDINATES (ANGSTROEM)
H (1.550, 0.902, 2.600)
N (0.993, 0.077, 2.313)
C (0.397, 0.284, 1.203)
C (-0.505, -0.825, 0.591)
N (0.095, -1.368, -0.635)
C (-0.738, -2.432, -1.096)
N (0.472, 1.447, 0.423)
S (-0.309, 1.546, -1.116)
H (-1.465, -0.375, 0.295)
H (-0.596, -1.579, 1.377)
H (1.057, -1.572, -0.370)
H (-1.555, -2.004, -1.722)
H (-0.217, -3.130, -1.777)
H (-1.197, -3.059, -0.265)
H (1.114, 2.175, 0.622)
H (0.409, 0.652, -1.801)

=====

8.
This record from OMol25 describes the molecule C3H9N3S at a distorted geometry. The level of theory is ωB97M-V with the def2-TZVPD basis set.

Its orbital gap is 8.7 eV. The calculation puts the HOMO energy at -7.89 eV. Its energy is -18561.088 eV. The value obtained for the molar mass is 119.2 Da.

CARTESIAN COORDINATES (ANGSTROEM)
C (1.411, 0.563, -1.959)
N (0.364, 1.082, -1.071)
C (-0.472, 0.350, -0.251)
N (-1.647, 0.710, -0.036)
N (-2.516, 0.067, 0.802)
S (0.248, -1.111, 0.598)
C (1.814, -0.489, 1.212)
H (0.925, 0.008, -2.772)
H (2.121, -0.105, -1.442)
H (1.991, 1.411, -2.406)
H (-0.221, 1.746, -1.549)
H (-3.087, 0.832, 1.142)
H (-2.026, -0.400, 1.595)
H (2.513, -0.464, 0.394)
H (2.180, -1.292, 1.847)
H (1.718, 0.477, 1.739)

=====

9.
This record from OMol25 describes a structure of composition C3H9N3S2 at a distorted geometry. The level of theory is ωB97M-V with the def2-TZVPD basis set.

Its orbital gap is 8.3 eV. The calculation puts the HOMO energy at -18.30 eV. Its energy is -29378.927 eV. The net charge is +2. The value obtained for the molar mass is 151.3 Da.

CARTESIAN COORDINATES (ANGSTROEM)
C (-0.521, -1.047, -1.698)
C (-0.730, 1.554, 1.913)
C (1.766, -0.506, -0.916)
N (0.338, -0.400, -0.957)
N (-0.232, -1.920, -2.622)
N (-0.696, 0.771, 2.948)
S (-1.095, 3.197, 1.777)
S (-0.460, 1.066, 0.058)
H (-1.570, -0.811, -1.539)
H (2.217, 0.467, -1.118)
H (2.101, -0.858, 0.061)
H (2.128, -1.212, -1.665)
H (-0.964, -2.347, -3.178)
H (0.717, -2.186, -2.856)
H (-0.868, 1.122, 3.889)
H (-0.485, -0.221, 2.897)
H (-1.644, 3.331, 3.005)

=====

10.
This record from OMol25 describes a structure of composition C3H9N4 at a distorted geometry. The level of theory is ωB97M-V with the def2-TZVPD basis set.

Its orbital gap is 10.2 eV. The calculation puts the HOMO energy at -13.84 eV. Its energy is -9207.657 eV. The net charge is +1. The value obtained for the molar mass is 101.1 Da.

CARTESIAN COORDINATES (ANGSTROEM)
C (0.759, 1.699, -0.026)
C (1.710, 0.635, -0.408)
C (-0.223, -0.118, 0.864)
N (-0.280, 1.338, 0.645)
N (0.553, -0.827, -0.171)
N (-1.619, -0.644, 0.902)
N (-0.310, -1.115, -1.218)
H (0.857, 2.709, -0.386)
H (2.287, 0.669, -1.332)
H (2.430, 0.351, 0.241)
H (0.145, -0.361, 1.869)
H (-1.661, -1.654, 0.659)
H (-2.028, -0.286, 1.770)
H (-0.540, -0.303, -1.723)
H (-2.211, -0.163, 0.079)
H (0.131, -1.929, -1.765)

=====

11.
This record from OMol25 describes the ion C3H9N4 with charge +1 at a distorted geometry. The level of theory is ωB97M-V with the def2-TZVPD basis set.

Its orbital gap is 11.0 eV. The calculation puts the HOMO energy at -14.07 eV. Its energy is -9209.331 eV. The net charge is +1. The value obtained for the molar mass is 101.1 Da.

CARTESIAN COORDINATES (ANGSTROEM)
C (0.794, -0.387, -1.903)
C (-0.331, -0.087, -0.951)
N (-0.382, -0.819, 0.320)
C (-0.389, 0.056, 1.437)
N (-0.361, -0.491, 2.674)
N (-0.180, 1.257, 1.133)
N (0.040, 1.392, -0.273)
H (0.856, -1.434, -2.267)
H (1.693, -0.053, -1.505)
H (0.648, 0.076, -2.901)
H (-1.216, -0.033, -1.429)
H (-0.366, -1.739, 0.575)
H (-0.739, -1.500, 2.760)
H (-0.481, 0.072, 3.481)
H (-0.576, 2.023, -0.821)
H (0.988, 1.667, -0.331)

=====

12.
This record from OMol25 describes the ion C3H9N4 with charge +1 at a distorted geometry. The level of theory is ωB97M-V with the def2-TZVPD basis set.

Its orbital gap is 9.6 eV. The calculation puts the HOMO energy at -12.95 eV. Its energy is -9206.862 eV. The net charge is +1. The value obtained for the molar mass is 101.1 Da.

CARTESIAN COORDINATES (ANGSTROEM)
N (-1.753, 0.719, 0.991)
N (-0.547, 0.822, 0.435)
C (-0.830, 0.309, -0.907)
N (0.374, 0.072, -1.679)
C (1.460, -0.395, -1.026)
C (1.547, -0.574, 0.326)
N (0.489, -0.169, 1.174)
H (-2.208, -0.201, 0.942)
H (-1.887, 1.388, 1.875)
H (-1.344, 1.039, -1.531)
H (-1.284, -0.712, -0.991)
H (0.531, 0.558, -2.546)
H (2.299, -0.825, -1.665)
H (2.205, -1.391, 0.903)
H (-0.013, -0.976, 1.608)
H (0.960, 0.332, 2.091)

=====

13.
This record from OMol25 describes the ion C3H9N4 with charge +1 at a distorted geometry. The level of theory is ωB97M-V with the def2-TZVPD basis set.

Its orbital gap is 9.9 eV. The calculation puts the HOMO energy at -13.33 eV. Its energy is -9209.296 eV. The net charge is +1. The value obtained for the molar mass is 101.1 Da.

CARTESIAN COORDINATES (ANGSTROEM)
H (-1.807, -3.084, -0.315)
N (-1.972, -2.121, -0.259)
N (-0.887, -1.583, -0.398)
C (-0.647, -0.183, -0.485)
C (-1.051, 0.749, 0.689)
C (0.952, 0.045, -0.386)
N (1.523, 1.196, -0.651)
N (1.568, -0.952, 0.151)
H (-1.149, 0.063, -1.471)
H (-2.126, 0.441, 0.987)
H (-0.375, 0.714, 1.510)
H (-0.966, 1.714, 0.287)
H (1.044, 1.959, -0.983)
H (2.540, 1.389, -0.596)
H (0.984, -1.788, 0.249)
H (2.519, -0.986, 0.411)

=====

14.
This record from OMol25 describes a cluster of 2 separate species, C3H9N4O2 in total at a distorted geometry. The level of theory is ωB97M-V with the def2-TZVPD basis set.

Its orbital gap (spin up / spin down) is 8.3 / 8.1 eV. The calculation puts the HOMO energy (spin up / spin down) at -13.41 / -13.51 eV. Its energy is -13296.543 eV. The net charge is +1. The value obtained for the molar mass is 133.1 Da.

CARTESIAN COORDINATES (ANGSTROEM)
C (0.157, 2.239, -0.711)
C (0.608, -0.157, 0.054)
C (0.080, -2.066, 1.200)
N (1.599, -0.711, -0.578)
N (-0.485, 2.122, -1.816)
N (-0.126, -0.624, 1.008)
N (-1.037, 0.126, 1.739)
O (-0.654, 0.736, -2.200)
O (-0.727, 3.020, -2.594)
H (0.060, 2.914, 0.090)
H (-0.853, -2.422, 1.774)
H (0.112, -2.422, 0.162)
H (0.910, -2.297, 1.810)
H (1.941, -0.021, -1.327)
H (2.035, -1.546, -0.256)
H (-1.764, -0.356, 2.261)
H (-0.609, 0.802, 2.320)
H (-1.245, 0.663, -2.936)

=====

15.
This record from OMol25 describes the molecule C3H9N5 at a distorted geometry. The level of theory is ωB97M-V with the def2-TZVPD basis set.

Its orbital gap (spin up / spin down) is 7.9 / 7.8 eV. The calculation puts the HOMO energy (spin up / spin down) at -7.22 / -7.28 eV. Its energy is -10701.680 eV. The value obtained for the molar mass is 115.1 Da.

CARTESIAN COORDINATES (ANGSTROEM)
C (1.485, -1.802, -0.686)
C (1.805, 1.514, 0.459)
C (-2.413, -0.237, -0.113)
N (1.875, -0.438, -0.768)
N (0.688, -2.292, 0.143)
N (-0.235, 0.442, 0.078)
N (1.107, 0.427, -0.159)
N (-1.014, -0.464, -0.431)
H (1.843, -2.324, -1.666)
H (1.128, 2.352, 0.585)
H (2.188, 1.204, 1.489)
H (2.739, 1.771, -0.108)
H (-3.003, -1.196, -0.150)
H (-2.500, 0.218, 0.802)
H (-2.915, 0.321, -0.923)
H (0.315, -3.273, 0.034)
H (-0.583, 1.332, 0.429)

=====

16.
This record from OMol25 describes the ion C3H9N5 with charge +2 at a distorted geometry. The level of theory is ωB97M-V with the def2-TZVPD basis set.

Its orbital gap is 9.9 eV. The calculation puts the HOMO energy at -18.96 eV. Its energy is -10687.373 eV. The net charge is +2. The value obtained for the molar mass is 115.1 Da.

CARTESIAN COORDINATES (ANGSTROEM)
C (0.917, -1.184, -0.410)
C (1.501, 0.074, -0.084)
N (2.758, -0.012, 0.124)
N (0.842, 1.251, 0.004)
C (-0.572, 1.397, -0.156)
N (-1.302, 0.365, -0.214)
N (-2.436, -0.021, -0.441)
N (-3.290, -0.391, 0.404)
H (0.150, -1.383, 0.315)
H (0.351, -1.225, -1.333)
H (1.659, -1.988, -0.450)
H (3.182, -0.930, -0.078)
H (3.332, 0.745, 0.545)
H (1.268, 2.127, 0.269)
H (-1.165, 2.329, -0.200)
H (-4.036, -1.152, 0.344)
H (-3.160, -0.003, 1.360)